Formula: C67H64F12O7S2
Source: the OMol25 dataset
Level of theory: the ωB97M-V functional and the def2-TZVPD basis

## Properties
LUMO energy ... 0.403 eV
SMILES ... CCSC[C@@]1(CCCO)OC(=O)O[C@@]1(C[C@@H]1CO1)S(=O)(=O)C(F)(F)F.Fc1ccccc1.Fc1ccccc1.Fc1ccccc1.Fc1ccccc1.Fc1ccccc1.Fc1ccccc1.Fc1ccccc1.Fc1ccccc1.Fc1ccccc1
Orbital gap ... 9.086 eV

ORCA input file:
```
! RIJCOSX wB97M-V def2-TZVPD def2/J DEFGRID3
* xyz 0 1
C 5.72540 -2.95898 5.63291
C 4.90822 -2.02953 4.65834
S 5.27105 -2.59103 2.95552
C 3.86854 -2.10247 1.86258
C 2.58896 -3.03612 1.93513
C 2.49867 -4.11303 0.81502
C 3.82621 -4.84466 0.48649
C 3.83606 -6.36034 0.85879
O 3.52161 -6.58006 2.23456
O 2.87993 -3.86792 3.10949
C 1.82644 -4.14740 3.89872
O 1.65509 -5.00139 4.65376
O 0.91015 -3.11677 3.66894
C 1.21771 -2.44672 2.45311
C -0.06786 -2.60607 1.55154
C -1.13578 -3.53724 2.30319
C -2.60695 -3.37266 1.74438
O -2.08304 -2.83453 3.09750
S 1.16470 -0.68050 2.98483
O 2.22647 -0.48356 3.93722
O 1.28938 0.17246 1.82814
C -0.39533 -0.19362 3.87684
F -1.43077 0.01621 3.07955
F -0.68893 -0.98863 4.88983
F -0.10991 0.99754 4.43191
H 6.38650 -2.32358 6.24442
H 5.07080 -3.58888 6.26340
H 6.31218 -3.67579 5.01996
H 5.05992 -0.95408 4.83642
H 3.83953 -2.25909 4.83832
H 4.28932 -2.23430 0.84305
H 3.66173 -1.02574 1.96408
H 1.78725 -4.88803 1.18637
H 1.99564 -3.68617 -0.08012
H 4.74191 -4.39829 0.90992
H 3.95476 -4.80869 -0.62017
H 3.24721 -6.99142 0.17087
H 4.88453 -6.68316 0.73421
H 4.28980 -6.29307 2.74995
H -0.61359 -1.67212 1.34215
H 0.07385 -3.18945 0.62708
H -0.81753 -4.55807 2.60907
H -3.38197 -3.93068 2.27675
H -2.75587 -2.42543 1.20812
F -4.51065 -5.10800 0.35034
C -5.84755 -4.99666 0.48337
C -6.48589 -3.88113 -0.02669
C -7.86222 -3.76622 0.10710
C -8.58034 -4.76256 0.75705
C -7.92462 -5.87520 1.26689
C -6.54804 -5.99765 1.12555
H -5.90663 -3.11228 -0.52286
H -8.37479 -2.90105 -0.29375
H -9.64573 -4.67122 0.86587
H -8.48533 -6.64956 1.77647
H -6.02007 -6.86159 1.50954
F 5.69278 2.08646 -0.65927
C 4.92856 2.78380 0.20364
C 3.79508 2.19583 0.73123
C 3.01128 2.91410 1.62328
C 3.36460 4.21373 1.96803
C 4.50461 4.79342 1.42544
C 5.29541 4.07229 0.54131
H 3.53063 1.18549 0.44492
H 2.12616 2.46050 2.04795
H 2.74937 4.77433 2.66115
H 4.77800 5.80718 1.69042
H 6.19220 4.50432 0.11473
F -9.06538 -2.22866 2.27606
C -8.44504 -2.29464 3.47325
C -8.15348 -1.12193 4.14326
C -7.51944 -1.18520 5.37627
C -7.17641 -2.41735 5.91804
C -7.47200 -3.58703 5.23029
C -8.11555 -3.52775 4.00167
H -8.42141 -0.17047 3.70095
H -7.29302 -0.27348 5.91324
H -6.67774 -2.46491 6.87845
H -7.20085 -4.54728 5.65084
H -8.36080 -4.42793 3.45592
F -8.75779 1.48991 8.08157
C -7.98531 2.45915 7.55937
C -8.52668 3.71156 7.34017
C -7.72566 4.71146 6.80561
C -6.39928 4.44464 6.48780
C -5.87103 3.17957 6.70930
C -6.66693 2.18118 7.25365
H -9.56420 3.89790 7.58675
H -8.13593 5.69892 6.63619
H -5.77742 5.22508 6.06687
H -4.83895 2.96998 6.45800
H -6.26951 1.19173 7.44169
F 3.27276 7.64867 -4.93905
C 3.94593 6.55627 -4.52341
C 3.80027 6.12825 -3.21863
C 4.49062 5.00076 -2.79508
C 5.32417 4.32400 -3.67771
C 5.46559 4.76903 -4.98678
C 4.76589 5.89116 -5.41420
H 3.15246 6.67382 -2.54390
H 4.37944 4.64988 -1.77814
H 5.86493 3.44684 -3.34283
H 6.11825 4.24269 -5.66981
H 4.85212 6.25146 -6.43151
F 7.56693 3.59958 -6.75971
C 8.31555 4.57131 -7.32747
C 7.76896 5.82366 -7.52903
C 8.54610 6.81726 -8.10817
C 9.85387 6.54360 -8.48718
C 10.38767 5.27809 -8.28251
C 9.61641 4.28573 -7.69396
H 6.74794 6.01649 -7.23552
H 8.13094 7.80497 -8.26425
H 10.45739 7.31893 -8.94278
H 11.40582 5.06335 -8.58158
H 10.01811 3.29584 -7.51858
F 5.10654 10.98796 -8.09375
C 3.77848 11.08706 -7.89481
C 3.10263 12.18933 -8.38265
C 1.73268 12.28746 -8.18080
C 1.05941 11.28969 -7.48652
C 1.75419 10.19028 -6.99836
C 3.12166 10.08458 -7.20786
H 3.64634 12.96012 -8.91412
H 1.19022 13.14237 -8.56442
H -0.00882 11.37013 -7.32636
H 1.23112 9.41428 -6.45378
H 3.67730 9.23112 -6.84195
F 5.59258 -8.23511 -0.36704
C 6.30080 -7.98656 -1.48563
C 7.67971 -8.06072 -1.44292
C 8.40719 -7.80840 -2.59765
C 7.74866 -7.47573 -3.77507
C 6.36222 -7.40052 -3.80050
C 5.63116 -7.66268 -2.64992
H 8.17482 -8.31363 -0.51393
H 9.48781 -7.87055 -2.57932
H 8.31837 -7.27509 -4.67397
H 5.84945 -7.13744 -4.71704
H 4.54921 -7.61758 -2.65234
F -10.88227 -4.64426 -0.75383
C -11.85078 -3.70615 -0.75398
C -12.76014 -3.67514 -1.79373
C -13.75948 -2.71203 -1.79062
C -13.83041 -1.78771 -0.75562
C -12.90584 -1.82891 0.27991
C -11.91138 -2.79730 0.28578
H -12.68336 -4.39893 -2.59520
H -14.48270 -2.68178 -2.59569
H -14.60845 -1.03425 -0.75725
H -12.95872 -1.10604 1.08421
H -11.18722 -2.84921 1.08943
*
```